1.
ORCA calculation (ωB97M-V with the def2-TZVPD basis set) on a cluster of 2 separate species, C20H21N2O4 in total.

Properties
**Lowest unoccupied orbital energy**: 1.75 eV
**Total charge**: -1
**HOMO**: -2.64 eV

Positions of all 47 atoms, in Å:
C (2.449, -1.285, 0.118)
C (2.450, -2.371, 0.963)
N (2.769, -3.654, 0.483)
O (2.836, -4.679, 1.207)
O (3.006, -3.704, -0.759)
C (2.842, 0.034, 0.604)
C (3.474, 0.949, -0.273)
C (4.021, 2.133, 0.206)
C (3.897, 2.471, 1.566)
C (3.246, 1.593, 2.446)
C (2.721, 0.383, 1.975)
H (2.417, -1.410, -0.968)
H (2.294, -2.277, 2.038)
H (3.534, 0.678, -1.331)
H (4.547, 2.810, -0.474)
H (4.366, 3.377, 1.960)
H (3.144, 1.838, 3.505)
H (2.202, -0.302, 2.654)
C (-1.391, 2.642, -3.823)
C (-0.966, 1.202, -3.851)
O (-0.723, 0.781, -2.452)
C (0.035, -0.317, -2.309)
C (-0.246, -1.134, -1.055)
C (-0.071, -2.599, -1.199)
N (-0.949, -0.536, -0.132)
C (-1.650, -1.074, 0.835)
C (-2.703, -0.340, 1.501)
C (-3.480, -0.906, 2.553)
C (-4.501, -0.162, 3.145)
C (-4.790, 1.137, 2.688)
C (-4.043, 1.687, 1.634)
C (-3.027, 0.945, 1.027)
O (0.879, -0.703, -3.103)
H (-1.734, 2.963, -4.807)
H (-2.202, 2.795, -3.109)
H (-0.550, 3.282, -3.548)
H (-1.775, 0.574, -4.250)
H (-0.058, 1.054, -4.443)
H (0.838, -2.809, -1.781)
H (-0.006, -3.104, -0.217)
H (-0.944, -3.030, -1.746)
H (-1.488, -2.136, 1.099)
H (-3.260, -1.931, 2.869)
H (-5.078, -0.592, 3.962)
H (-5.600, 1.703, 3.144)
H (-4.256, 2.696, 1.280)
H (-2.472, 1.329, 0.170)

Cartesian forces (eV/Å) of the 2 atoms listed first:
C 0.35 -0.96 0.13
C -0.23 1.28 0.27

The natural (NBO) scheme yields these atomic charges, measured in e: -0.08 -0.18 0.47 -0.43 -0.44 -0.10 -0.12 -0.24 -0.22 -0.22 -0.17 0.27 0.21 0.22 0.21 0.21 0.21 0.21 -0.62 -0.07 -0.52 0.76 -0.05 -0.67 -0.39 -0.18 0.05 -0.27 -0.22 -0.29 -0.22 -0.25 -0.68 0.20 0.22 0.21 0.17 0.20 0.24 0.20 0.20 0.14 0.20 0.19 0.19 0.20 0.23

---

2.
ORCA calculation (ωB97M-V with the def2-TZVPD basis set) on a structure of composition C12H29O7SV.

Properties
**Lowest unoccupied orbital energy (spin up / spin down)**: 2.55 / 2.55 eV
**Total charge**: -1
**Multiplicity**: 2
**HOMO (spin up / spin down)**: -4.96 / -4.99 eV

Positions of all 50 atoms, in Å:
O (4.843, 17.912, -31.659)
V (3.492, 17.518, -32.464)
C (4.166, 14.102, -35.167)
C (4.889, 14.686, -33.910)
C (6.295, 15.259, -34.111)
O (4.058, 15.396, -32.998)
H (4.282, 14.810, -35.988)
H (3.108, 13.852, -35.091)
H (4.693, 13.177, -35.401)
H (5.129, 13.799, -33.324)
H (6.345, 16.240, -34.583)
H (6.853, 14.616, -34.791)
H (6.839, 15.262, -33.167)
C (2.436, 15.609, -29.236)
C (1.494, 16.770, -29.778)
C (0.937, 17.588, -28.619)
O (2.029, 17.604, -30.796)
H (2.039, 14.772, -28.660)
H (3.144, 16.199, -28.655)
H (3.101, 15.154, -29.970)
H (0.614, 16.356, -30.270)
H (0.581, 17.004, -27.770)
H (0.407, 18.410, -29.100)
H (1.780, 18.039, -28.096)
C (3.434, 20.417, -36.196)
C (3.683, 20.481, -34.704)
C (2.829, 21.659, -34.096)
O (3.698, 19.228, -33.994)
H (2.534, 19.884, -36.501)
H (4.145, 19.778, -36.720)
H (3.509, 21.430, -36.590)
H (4.653, 20.972, -34.629)
H (1.764, 21.468, -33.971)
H (2.928, 22.553, -34.712)
H (3.331, 21.936, -33.169)
O (0.010, 18.361, -35.524)
S (0.684, 17.189, -34.985)
O (1.466, 17.177, -33.745)
O (-0.222, 15.799, -35.050)
C (0.129, 14.645, -34.228)
C (-0.606, 13.401, -34.744)
C (1.808, 16.802, -36.416)
H (-0.160, 14.861, -33.199)
H (1.203, 14.479, -34.156)
H (-1.500, 13.578, -35.343)
H (-0.954, 13.006, -33.789)
H (0.058, 12.590, -35.043)
H (2.539, 17.604, -36.522)
H (1.240, 16.847, -37.345)
H (2.300, 15.843, -36.250)

Cartesian forces (eV/Å) of the 2 atoms listed first:
O -3.17 -1.05 -1.80
V 3.00 0.87 1.93

The natural (NBO) scheme yields these atomic charges, measured in e: -0.53 1.73 -0.63 0.13 -0.63 -0.91 0.19 0.20 0.20 0.12 0.20 0.18 0.22 -0.66 0.14 -0.65 -0.89 0.19 0.20 0.23 0.12 0.20 0.22 0.19 -0.63 0.14 -0.63 -0.95 0.19 0.19 0.19 0.11 0.20 0.18 0.20 -0.88 2.34 -0.92 -0.72 -0.08 -0.65 -0.86 0.19 0.21 0.23 0.22 0.22 0.26 0.23 0.24

---

3.
ORCA calculation (ωB97M-V with the def2-TZVPD basis set) on an isolated molecule of CH2N4O.

Properties
**Lowest unoccupied orbital energy**: 0.10 eV
**Total charge**: 0
**SMILES**: O=c1nn[nH][nH]1
**HOMO**: -9.71 eV

Positions of all 8 atoms, in Å:
C (0.248, 0.285, -1.063)
H (-0.670, -0.617, 1.898)
H (-1.747, 0.302, -0.131)
N (1.474, 0.239, -0.304)
N (1.234, -0.123, 0.914)
N (-0.039, -0.497, 1.036)
N (-0.682, -0.202, -0.144)
O (0.182, 0.613, -2.206)

Cartesian forces (eV/Å) of the 2 atoms listed first:
C 1.72 -0.60 1.67
H 2.17 0.43 -1.61

The natural (NBO) scheme yields these atomic charges, measured in e: 0.67 0.43 0.43 -0.29 0.04 -0.24 -0.48 -0.57

---

4.
ORCA calculation (ωB97M-V with the def2-TZVPD basis set) on a structure of composition C18H37N4O8S3.

Properties
**Lowest unoccupied orbital energy (spin up / spin down)**: 1.74 / 1.19 eV
**Total charge**: -1
**Multiplicity**: 3
**HOMO (spin up / spin down)**: -5.84 / -5.84 eV

Positions of all 70 atoms, in Å:
O (10.263, -1.169, 2.151)
N (10.031, -0.332, 2.928)
O (10.797, 0.827, 2.648)
S (9.680, 2.091, 2.310)
O (10.315, 3.020, 1.339)
O (9.350, 2.810, 3.554)
N (8.426, 1.321, 1.528)
S (6.981, 1.440, 2.386)
O (7.024, 0.991, 3.795)
O (6.425, 2.805, 2.184)
S (5.741, 0.036, 1.390)
H (6.098, -1.136, 2.017)
C (-0.549, 0.840, 0.099)
C (0.659, 1.044, 1.056)
C (0.202, 1.593, 2.420)
C (-0.088, 3.089, 2.442)
C (1.088, 3.859, 1.854)
C (1.447, 3.378, 0.444)
N (1.669, 1.908, 0.391)
O (2.833, 1.665, 0.934)
C (0.321, 3.804, -0.520)
C (2.683, 4.142, -0.052)
C (1.184, -0.378, 1.317)
H (-0.532, 1.493, -0.769)
H (-0.560, -0.166, -0.325)
H (-1.502, 0.989, 0.610)
H (0.981, 1.398, 3.164)
H (-0.682, 1.047, 2.759)
H (-1.013, 3.308, 1.900)
H (-0.257, 3.412, 3.472)
H (0.855, 4.927, 1.833)
H (1.953, 3.751, 2.517)
H (0.512, 3.437, -1.531)
H (0.263, 4.892, -0.574)
H (-0.669, 3.466, -0.215)
H (3.536, 4.034, 0.617)
H (2.464, 5.210, -0.115)
H (2.979, 3.803, -1.046)
H (1.597, -0.821, 0.409)
H (0.365, -1.015, 1.660)
H (1.954, -0.402, 2.089)
C (-3.265, -4.369, -2.970)
C (-3.132, -3.346, -1.809)
C (-3.862, -3.840, -0.546)
C (-5.373, -3.647, -0.565)
C (-5.715, -2.207, -0.924)
C (-5.078, -1.775, -2.250)
N (-3.609, -2.016, -2.272)
O (-3.042, -1.100, -1.532)
C (-5.781, -2.526, -3.399)
C (-5.403, -0.297, -2.509)
C (-1.631, -3.345, -1.470)
H (-3.838, -3.995, -3.815)
H (-2.291, -4.617, -3.396)
H (-3.726, -5.301, -2.640)
H (-3.473, -3.303, 0.325)
H (-3.632, -4.894, -0.377)
H (-5.840, -4.348, -1.264)
H (-5.783, -3.885, 0.420)
H (-6.801, -2.090, -0.979)
H (-5.380, -1.549, -0.116)
H (-5.324, -2.285, -4.361)
H (-6.831, -2.233, -3.454)
H (-5.779, -3.608, -3.280)
H (-5.072, 0.351, -1.698)
H (-6.481, -0.160, -2.603)
H (-4.941, 0.047, -3.436)
H (-1.040, -2.939, -2.292)
H (-1.295, -4.367, -1.287)
H (-1.407, -2.769, -0.572)

Cartesian forces (eV/Å) of the 2 atoms listed first:
O 0.23 0.06 0.40
N -0.57 -1.15 -0.04

The natural (NBO) scheme yields these atomic charges, measured in e: -0.25 0.40 -0.60 2.34 -0.92 -0.92 -1.16 2.07 -0.94 -0.92 -0.23 0.14 -0.62 0.09 -0.40 -0.40 -0.42 0.11 -0.01 -0.34 -0.63 -0.61 -0.60 0.22 0.22 0.20 0.21 0.21 0.19 0.21 0.21 0.23 0.21 0.21 0.21 0.25 0.20 0.21 0.22 0.20 0.23 -0.63 0.09 -0.41 -0.40 -0.42 0.10 0.00 -0.37 -0.63 -0.60 -0.60 0.22 0.22 0.21 0.21 0.22 0.19 0.21 0.21 0.22 0.22 0.21 0.21 0.23 0.21 0.22 0.22 0.21 0.22

---

5.
ORCA calculation (ωB97M-V with the def2-TZVPD basis set) on an isolated molecule of C7H11NS2.

Properties
**Lowest unoccupied orbital energy (spin up / spin down)**: 0.76 / -1.14 eV
**Total charge**: 0
**Multiplicity**: 3
**HOMO (spin up / spin down)**: -4.21 / -8.19 eV

Positions of all 21 atoms, in Å:
C (-0.214, 2.309, 0.361)
C (0.287, 1.891, 1.570)
C (-0.348, 1.172, -0.461)
C (0.238, 0.026, 0.310)
C (0.713, -0.096, 2.832)
C (-1.536, 2.798, -2.125)
C (-0.648, -2.209, -1.046)
N (0.558, 0.557, 1.537)
S (-1.104, 1.036, -1.956)
S (0.818, -1.478, -0.284)
H (-0.555, 3.252, 0.196)
H (0.727, 2.421, 2.309)
H (0.138, -1.017, 2.742)
H (1.808, -0.025, 3.115)
H (0.203, 0.507, 3.568)
H (-2.108, 2.972, -3.003)
H (-0.613, 3.424, -1.867)
H (-2.264, 2.917, -1.294)
H (-0.077, -2.943, -1.728)
H (-1.075, -1.492, -1.656)
H (-1.377, -2.621, -0.346)

Cartesian forces (eV/Å) of the 2 atoms listed first:
C 0.19 -2.58 -0.04
C -0.80 0.20 -2.38

The natural (NBO) scheme yields these atomic charges, measured in e: -0.33 0.00 -0.28 -0.08 -0.41 -0.75 -0.74 -0.44 0.37 0.27 0.21 0.19 0.22 0.20 0.19 0.24 0.24 0.22 0.23 0.21 0.22

---

6.
ORCA calculation (ωB97M-V with the def2-TZVPD basis set) on a structure of composition C4H5O2Yb.

Properties
**Lowest unoccupied orbital energy (spin up / spin down)**: -18.26 / -21.34 eV
**Total charge**: +4
**Multiplicity**: 2
**HOMO (spin up / spin down)**: -25.87 / -25.86 eV

Positions of all 12 atoms, in Å:
H (2.415, 1.429, -2.047)
C (1.572, 0.988, -1.501)
C (1.355, -0.272, -1.692)
O (1.117, -1.428, -1.803)
Yb (1.344, -3.738, -1.227)
H (0.790, 1.600, -1.047)
O (-2.683, -0.354, 0.850)
C (-1.730, 0.138, 1.426)
C (-0.818, 0.669, 2.151)
H (-2.497, -0.813, -0.001)
H (-0.262, 0.043, 2.856)
H (-0.603, 1.737, 2.035)

Cartesian forces (eV/Å) of the 2 atoms listed first:
H 0.47 0.51 0.06
C 0.47 3.28 -0.44

The natural (NBO) scheme yields these atomic charges, measured in e: 0.40 -0.17 0.89 -0.47 1.99 0.36 -0.44 0.71 -0.52 0.55 0.35 0.36

---

7.
ORCA calculation (ωB97M-V with the def2-TZVPD basis set) on the ion C5H8NO2 with charge -1.

Properties
**Lowest unoccupied orbital energy**: 3.56 eV
**Total charge**: -1
**HOMO**: -4.17 eV

Positions of all 16 atoms, in Å:
O (0.891, 1.595, -0.757)
C (1.138, 1.016, 0.348)
O (0.462, 1.313, 1.391)
C (0.813, -0.807, 0.295)
C (-0.408, -0.834, -0.733)
C (-1.549, 0.010, -0.295)
C (-2.822, -0.340, -0.121)
N (1.751, -1.571, -0.167)
H (0.579, -1.030, 1.335)
H (0.120, -0.247, -1.492)
H (-0.613, -1.875, -0.962)
H (-1.197, 1.037, -0.266)
H (-3.143, -1.351, -0.364)
H (-3.555, 0.359, 0.258)
H (2.087, -2.292, 0.470)
H (2.225, 0.958, 0.549)

Cartesian forces (eV/Å) of the 2 atoms listed first:
O 0.18 -1.14 -0.79
C 0.63 6.77 0.75

The natural (NBO) scheme yields these atomic charges, measured in e: -0.75 0.45 -0.71 0.08 -0.48 -0.14 -0.47 -0.68 0.17 0.27 0.20 0.25 0.17 0.19 0.32 0.12

---

8.
ORCA calculation (ωB97M-V with the def2-TZVPD basis set) on a structure of composition C39H36ClMnN3Si2.

Properties
**Lowest unoccupied orbital energy (spin up / spin down)**: -6.43 / -6.22 eV
**Total charge**: +2
**Multiplicity**: 4
**HOMO (spin up / spin down)**: -11.36 / -13.08 eV

Positions of all 82 atoms, in Å:
C (-2.259, -0.522, 4.335)
C (-2.577, -0.046, 3.018)
C (-2.209, -1.064, 2.089)
H (-3.082, 0.901, 2.804)
C (-1.647, -2.148, 2.830)
C (-1.700, -1.814, 4.209)
H (-1.447, -2.470, 5.060)
H (-2.497, -0.023, 5.288)
H (-2.369, -1.042, 1.008)
H (-1.311, -3.121, 2.434)
Mn (-0.440, -0.375, 3.148)
Si (-1.411, -0.543, -3.430)
C (-0.777, 1.058, -4.367)
C (0.512, 1.154, -4.895)
H (1.195, 0.303, -4.942)
C (1.015, 2.372, -5.400)
H (2.046, 2.432, -5.805)
C (0.194, 3.486, -5.444)
H (0.590, 4.424, -5.835)
C (-1.146, 3.373, -5.066)
H (-1.798, 4.240, -5.193)
C (-1.642, 2.162, -4.543)
H (-2.705, 2.100, -4.273)
C (-0.605, -1.783, -4.597)
C (-0.963, -1.889, -5.961)
H (-1.789, -1.293, -6.361)
C (-0.263, -2.712, -6.844)
H (-0.530, -2.782, -7.905)
C (0.830, -3.467, -6.374)
H (1.398, -4.078, -7.065)
C (1.173, -3.394, -5.016)
H (2.027, -3.960, -4.642)
C (0.452, -2.593, -4.141)
H (0.746, -2.578, -3.080)
H (-2.840, -0.560, -3.659)
Si (1.490, 0.274, -1.419)
C (0.497, -1.323, -1.158)
C (-0.916, -1.437, -1.438)
H (-1.546, -0.501, -1.426)
C (-1.553, -2.667, -1.007)
H (-2.647, -2.755, -1.069)
C (-0.818, -3.698, -0.410)
H (-1.315, -4.596, -0.008)
C (0.581, -3.584, -0.236)
H (1.160, -4.380, 0.249)
C (1.213, -2.413, -0.627)
H (2.275, -2.301, -0.472)
C (0.299, 1.732, -1.193)
C (-0.892, 1.662, -0.449)
H (-1.138, 0.704, 0.046)
C (-1.704, 2.768, -0.235)
H (-2.607, 2.666, 0.368)
C (-1.313, 4.005, -0.775)
H (-1.903, 4.908, -0.562)
C (-0.142, 4.093, -1.530)
H (0.187, 5.046, -1.960)
C (0.638, 2.968, -1.738)
H (1.549, 3.053, -2.327)
H (2.807, 0.387, -0.889)
Cl (1.053, 0.070, 1.282)
N (1.004, 0.470, 6.011)
C (1.568, -0.695, 5.499)
C (2.690, -1.216, 6.157)
C (3.364, -2.297, 5.599)
C (2.823, -2.854, 4.427)
C (1.685, -2.317, 3.857)
N (1.074, -1.197, 4.353)
C (0.613, 1.580, 5.266)
C (0.997, 2.849, 5.725)
C (0.718, 3.962, 4.948)
C (-0.014, 3.773, 3.771)
C (-0.419, 2.503, 3.405)
N (-0.050, 1.387, 4.108)
H (1.374, 0.713, 6.929)
H (3.029, -0.726, 7.068)
H (4.267, -2.697, 6.054)
H (3.290, -3.707, 3.941)
H (1.266, -2.737, 2.939)
H (1.535, 2.901, 6.675)
H (1.051, 4.954, 5.254)
H (-0.282, 4.597, 3.112)
H (-1.005, 2.328, 2.497)

Cartesian forces (eV/Å) of the 2 atoms listed first:
C -0.48 0.04 0.05
C -0.07 0.11 0.08

The Löwdin scheme yields these atomic charges, measured in e: -0.10 -0.12 -0.11 0.13 -0.13 -0.11 0.15 0.15 0.11 0.13 0.49 0.93 -0.29 -0.11 0.10 -0.07 0.12 -0.08 0.12 -0.07 0.11 -0.09 0.10 -0.31 -0.09 0.11 -0.06 0.12 -0.05 0.11 -0.07 0.11 -0.11 0.07 0.02 0.79 -0.40 -0.28 0.07 -0.04 0.13 -0.06 0.12 -0.04 0.13 -0.16 0.11 -0.37 -0.20 0.04 -0.09 0.10 -0.06 0.12 -0.07 0.12 -0.11 0.11 -0.05 0.30 0.13 -0.26 0.02 0.00 -0.03 -0.10 0.04 -0.25 0.02 -0.01 -0.03 -0.09 0.03 0.15 0.13 0.13 0.12 0.10 0.13 0.13 0.12 0.10

---

| no. | E (Ha) |
| --- | --- |
| 1 | -1185.08182 |
| 2 | -2343.42012 |
| 3 | -333.47725 |
| 4 | -2723.33127 |
| 5 | -1124.27770 |
| 6 | -1462.52106 |
| 7 | -400.43829 |
| 8 | -3861.60420 |